Molecular formula: C3H12NO2
Method: DFT, the ωB97M-V functional and the def2-TZVPD basis

Summary:
DFT total energy ... -326.42506 Ha
HOMO level ... -14.7 eV
Net charge ... +1

Cartesian coordinates (Å):
C1 0.236 -0.665 0.734
C2 0.372 -0.582 -0.749
C3 1.745 -0.563 -1.421
O1 -0.315 0.653 -1.220
N1 -1.154 -0.446 1.358
H1 0.789 0.253 1.088
H2 0.889 -1.478 1.078
H3 -0.209 -1.426 -1.036
H4 2.455 -1.448 -1.124
H5 1.694 -0.697 -2.517
H6 1.966 0.556 -1.247
H7 -0.716 0.440 -2.143
H8 -1.600 0.392 0.797
H9 -1.648 -1.270 0.910
H10 -1.202 -0.507 2.341
H11 -0.374 1.981 1.017
H12 -1.586 2.878 1.245
O2 -1.342 1.931 0.888